{"formula": "C7H10", "method": "the ωB97M-V functional and the def2-TZVPD basis", "homo_lumo_gap_ha": 0.3758, "smiles": "C=C=C[C@@H](C)C=C", "charge": 0, "homo_energy_ha": -0.3345, "energy_ev": -7418.5352, "e_above_lowest_kj_mol": 241.17, "spin_multiplicity": 1, "elements": ["C", "C", "C", "C", "C", "C", "C", "H", "H", "H", "H", "H", "H", "H", "H", "H", "H"], "coordinates": [[-2.253, -0.600, 0.490], [-1.594, -0.215, -0.568], [-0.645, 0.083, -1.414], [0.720, 0.461, -0.814], [0.623, 1.655, 0.139], [1.191, -0.831, -0.182], [1.002, -1.187, 1.086], [-2.035, -1.592, 0.882], [-2.959, 0.020, 1.030], [-0.745, -0.054, -2.486], [1.394, 0.727, -1.638], [1.583, 1.847, 0.629], [0.328, 2.556, -0.410], [-0.132, 1.484, 0.913], [1.564, -1.571, -0.892], [1.225, -2.195, 1.427], [0.603, -0.497, 1.828]], "forces_ev_per_a": [[0.05, -0.01, -0.10], [0.14, 0.04, 0.04], [-0.28, -0.03, 0.01], [0.09, 0.04, 0.03], [-0.01, 0.01, 0.05], [-0.02, -0.10, 0.15], [0.17, 0.10, -0.04], [-0.21, 0.01, -0.08], [0.03, 0.01, -0.13], [-0.06, 0.08, 0.13], [-0.12, -0.09, 0.13], [-0.11, -0.05, -0.08], [0.05, -0.16, 0.05], [0.13, -0.01, -0.11], [0.00, 0.08, 0.15], [0.08, 0.19, -0.06], [0.07, -0.10, -0.15]], "lowdin_charge": [0.009, -0.121, -0.081, -0.371, -0.078, -0.160, -0.005, 0.067, 0.059, 0.105, 0.128, 0.082, 0.080, 0.068, 0.104, 0.055, 0.058]}